Below is a 18-piece molecular cluster, C22H73ClIN2O17 overall, with properties calculated with wB97M-V/def2-TZVPD.

```
116
Properties=species:S:1:pos:R:3
I -0.533 1.283 0.037
Cl 3.889 -2.087 -0.425
O 7.126 0.896 -9.742
O -4.071 -5.227 2.952
O -6.466 -4.354 0.953
O -3.211 2.084 4.666
O -7.946 4.381 5.744
O -3.597 0.895 0.476
O 4.088 3.325 -7.359
O -6.753 1.249 3.721
O -0.228 -1.496 -5.051
O 9.337 1.980 -6.175
O -5.076 4.877 9.389
O 3.141 -1.756 -3.583
O -4.003 5.254 4.812
O 6.687 -1.893 -5.967
O 5.774 -4.473 0.824
O -8.647 -1.206 2.949
O 1.410 -4.421 0.050
N 1.539 0.973 -0.006
N 2.290 2.038 0.128
C 3.701 2.669 -6.158
C 5.684 0.500 -0.186
C 4.192 0.603 -0.105
C -3.609 1.485 5.895
C -3.272 6.454 4.544
C 10.710 1.627 -6.326
C 3.591 1.855 0.071
C 3.345 -0.487 -0.215
C -6.957 -4.998 -0.218
C -3.993 0.316 1.734
C 0.465 -2.712 -5.310
C 7.441 -0.704 -6.211
C 6.235 1.947 -9.354
C -6.783 4.801 6.464
C -7.882 -2.393 2.753
C 4.272 -2.066 -4.415
C -3.915 4.577 8.618
C -7.780 2.181 3.352
C -4.479 -5.830 4.179
C 1.203 -5.747 -0.443
C 6.986 -4.141 1.498
C 1.970 -0.266 -0.163
H -3.853 3.501 8.427
H -3.218 0.483 2.485
H -3.016 4.909 9.145
H -2.845 1.620 6.664
H -4.129 -0.751 1.582
H 5.972 -0.451 -0.606
H 11.222 1.900 -5.407
H -3.719 -5.695 4.952
H -4.029 4.743 3.997
H -6.608 1.349 4.666
H 7.378 1.054 -10.655
H 5.201 -1.789 -3.919
H 0.364 -0.940 -4.538
H 5.270 -3.666 0.700
H -7.992 -4.694 -0.351
H 6.635 -2.377 -6.796
H 4.231 4.253 -7.156
H -4.610 -6.892 3.993
H 0.276 -6.111 -0.010
H 4.180 -1.499 -5.333
H -7.631 -2.854 3.715
H 8.887 1.741 -6.991
H 0.719 -3.215 -4.374
H 1.265 -1.074 -0.270
H 7.506 -0.146 -5.281
H 7.589 -3.445 0.907
H 4.203 2.737 0.156
H 1.111 -5.751 -1.531
H -3.093 3.025 4.831
H 4.291 -3.131 -4.653
H -6.918 -6.085 -0.114
H -5.426 -5.411 4.524
H -6.965 -2.177 2.204
H -2.246 6.230 4.240
H -7.068 5.241 7.421
H -8.705 1.966 3.888
H 4.485 2.745 -5.398
H 2.227 -4.086 -0.324
H -3.250 7.036 5.461
H -6.217 5.524 5.878
H 6.042 1.309 -0.816
H 6.945 -0.090 -6.967
H -4.552 1.910 6.250
H 2.772 3.088 -5.762
H -7.954 2.076 2.284
H 5.945 1.783 -8.322
H -0.185 -3.354 -5.897
H 6.132 0.643 0.793
H -8.106 -0.594 3.457
H -7.463 3.198 3.576
H 7.546 -5.061 1.632
H -3.956 -4.287 3.116
H -4.992 4.402 10.219
H 5.341 1.938 -9.981
H -4.930 0.753 2.075
H 1.379 -2.517 -5.876
H -3.745 0.422 5.714
H -3.758 7.039 3.761
H -8.478 -3.091 2.175
H 3.232 -2.263 -2.774
H 6.783 -3.706 2.480
H 8.448 -0.957 -6.549
H 6.732 2.917 -9.437
H -5.550 -4.624 1.074
H 10.825 0.552 -6.490
H -8.490 5.157 5.590
H 3.541 1.620 -6.395
H -3.500 1.841 0.624
H -6.161 3.929 6.648
H -3.992 5.103 7.669
H -6.385 -4.702 -1.101
H 2.019 -6.406 -0.142
H 11.166 2.167 -7.158
```

Results
E_HOMO: -10.85 eV
total charge: +1
strongest force on any atom: 0.878 eV Å⁻¹
frontier orbital gap: 6.2939 eV
E_LUMO: -4.56 eV